(1)
Entry from OMol25: one molecule with the formula C2HBrIN in a non-equilibrium geometry (the ωB97M-V functional and the def2-TZVPD basis).

CARTESIAN COORDINATES (ANGSTROEM)
Br1 0.37 -2.18 -0.63
C1 0.45 0.42 0.90
C2 -0.08 0.12 -0.37
N1 0.90 0.68 1.92
H1 0.50 0.46 -1.22
I1 -2.14 0.50 -0.60

The HOMO-LUMO gap is 8.40 eV. As for the energy above the lowest of the compared OMol25 structures with the same formula, charge and spin: 13.0 kcal per mole. As for the SMILES: N#C[C@@H](Br)I. The lowest unoccupied orbital energy is -1.974 eV.

Löwdin atomic charge list, values in e, 4 entries: atom 1 (Br): 0.3081, atom 2 (C): -0.4515, atom 3 (C): -0.9313, atom 4 (N): 0.1892

(2)
Entry from OMol25: a 2-piece molecular cluster, C2HBrN2O2 overall in a non-equilibrium geometry (the ωB97M-V functional and the def2-TZVPD basis).

CARTESIAN COORDINATES (ANGSTROEM)
O1 2.24 -0.34 1.70
C1 -0.65 -0.39 -0.28
Br1 -1.54 1.28 -2.41
O2 0.74 1.02 2.45
C2 -0.82 -0.22 -1.65
H1 -0.80 -0.98 -2.40
N1 -0.35 -0.56 0.84
N2 1.18 0.19 1.76

The HOMO-LUMO gap (spin up / spin down) is 8.41 / 7.13 eV. As for the energy above the lowest of the compared OMol25 structures with the same formula, charge and spin: 119.4 kcal per mole. The lowest unoccupied orbital energy (spin up / spin down) is -0.895 / -1.806 eV.

Löwdin atomic charge list, values in e, 4 entries: atom 1 (O): 0.1142, atom 2 (C): -0.2507, atom 3 (Br): 0.7412, atom 4 (O): 0.1144

(3)
Entry from OMol25: one molecule with the formula C2HBrN2S in a non-equilibrium geometry (the ωB97M-V functional and the def2-TZVPD basis).

CARTESIAN COORDINATES (ANGSTROEM)
N1 0.57 0.86 -0.59
C1 0.57 -0.34 -0.10
S1 -0.30 2.27 -0.46
Br1 0.05 -2.53 1.71
H1 1.04 -1.16 -0.48
C2 -0.24 -1.06 0.71
N2 -1.69 1.96 -0.78

The HOMO-LUMO gap (spin up / spin down) is 6.68 / 7.44 eV. As for the energy above the lowest of the compared OMol25 structures with the same formula, charge and spin: 145.1 kcal per mole. The lowest unoccupied orbital energy (spin up / spin down) is -2.254 / -1.614 eV.

Löwdin atomic charge list, values in e, 4 entries: atom 1 (N): -0.2867, atom 2 (C): -0.4103, atom 3 (S): 0.7576, atom 4 (Br): 0.7971

(4)
Entry from OMol25: a 2-piece molecular cluster, C2HCl2N2O overall in a non-equilibrium geometry (the ωB97M-V functional and the def2-TZVPD basis).

CARTESIAN COORDINATES (ANGSTROEM)
N1 -0.49 -2.09 -1.47
O1 1.78 -0.55 0.07
H1 0.38 2.23 1.01
C1 0.10 1.21 0.71
Cl1 -0.92 1.23 -0.79
C2 1.10 0.29 0.37
Cl2 -0.65 0.30 2.10
N2 -1.30 -2.63 -1.98

The HOMO-LUMO gap is 10.49 eV. As for the energy above the lowest of the compared OMol25 structures with the same formula, charge and spin: 0.0 kcal per mole. The charge is +1. The lowest unoccupied orbital energy is -6.665 eV.

Löwdin atomic charge list, values in e, 4 entries: atom 1 (N): 0.0117, atom 2 (O): 0.3877, atom 3 (H): 0.1266, atom 4 (C): -0.8841

(5)
Entry from OMol25: a 2-piece molecular cluster, C2HCl2NOS2 overall in a non-equilibrium geometry (the ωB97M-V functional and the def2-TZVPD basis).

CARTESIAN COORDINATES (ANGSTROEM)
Cl1 1.08 -1.52 -2.00
N1 -0.89 1.72 0.57
S1 0.83 -1.28 2.49
S2 1.68 -1.44 0.78
C1 0.54 -1.71 -0.38
O1 0.00 1.69 -1.64
C2 -0.42 1.80 -0.56
H1 -1.70 2.30 0.91
Cl2 -1.13 -1.56 -0.17

The HOMO-LUMO gap (spin up / spin down) is 7.31 / 7.31 eV. As for the energy above the lowest of the compared OMol25 structures with the same formula, charge and spin: 5.3 kcal per mole. The lowest unoccupied orbital energy (spin up / spin down) is -1.244 / -1.245 eV.

Löwdin atomic charge list, values in e, 4 entries: atom 1 (Cl): 0.5890, atom 2 (N): 0.1489, atom 3 (S): 0.0764, atom 4 (S): 0.3491

(6)
Entry from OMol25: C2HCl2NS as an isolated structure in a non-equilibrium geometry (the ωB97M-V functional and the def2-TZVPD basis).

CARTESIAN COORDINATES (ANGSTROEM)
Cl1 -1.07 -2.73 1.63
N1 1.95 -2.56 -2.43
C1 0.30 -1.17 -0.95
H1 -0.76 -1.17 2.19
C2 1.15 -1.98 -1.82
Cl2 -1.43 -1.41 -1.31
S1 1.06 -0.12 -0.04

The HOMO-LUMO gap (spin up / spin down) is 7.19 / 7.17 eV. As for the energy above the lowest of the compared OMol25 structures with the same formula, charge and spin: 29.9 kcal per mole. The lowest unoccupied orbital energy (spin up / spin down) is -1.074 / -4.012 eV. As for the spin multiplicity: 3.

Löwdin atomic charge list, values in e, 4 entries: atom 1 (Cl): 0.0465, atom 2 (N): 0.1529, atom 3 (C): -1.2717, atom 4 (H): 0.0412

(7)
Entry from OMol25: one molecule with the formula C2HCl2NS2 in a non-equilibrium geometry (the ωB97M-V functional and the def2-TZVPD basis).

CARTESIAN COORDINATES (ANGSTROEM)
C1 -0.20 1.16 -0.14
Cl1 2.58 0.37 0.81
H1 0.40 1.62 -0.83
Cl2 -1.41 -0.97 -2.42
C2 -0.83 -0.69 -0.86
N1 -0.16 -0.67 1.62
S1 0.43 0.82 1.33
S2 -0.83 -1.64 0.50

The HOMO-LUMO gap (spin up / spin down) is 7.73 / 7.73 eV. As for the energy above the lowest of the compared OMol25 structures with the same formula, charge and spin: 105.6 kcal per mole. The lowest unoccupied orbital energy (spin up / spin down) is -1.269 / -1.270 eV.

Löwdin atomic charge list, values in e, 4 entries: atom 1 (C): -0.3641, atom 2 (Cl): -0.0396, atom 3 (H): -0.0321, atom 4 (Cl): 0.6487

(8)
Entry from OMol25: an isolated ion of composition C2HCl2O3 and charge -1 in a non-equilibrium geometry (the ωB97M-V functional and the def2-TZVPD basis).

CARTESIAN COORDINATES (ANGSTROEM)
H1 -1.29 -0.77 0.37
O1 -1.51 1.04 -0.02
Cl1 1.65 -1.16 -1.10
Cl2 1.36 -0.60 1.67
C1 -0.35 1.19 -0.32
O2 -0.61 -1.30 0.08
O3 0.31 2.07 -0.75
C2 0.43 -0.47 0.07

The HOMO-LUMO gap is 8.36 eV. As for the energy above the lowest of the compared OMol25 structures with the same formula, charge and spin: 24.9 kcal per mole. As for the SMILES: O=C([O-])C(O)(Cl)Cl. The charge is -1. The lowest unoccupied orbital energy is 3.614 eV.

Löwdin atomic charge list, values in e, 4 entries: atom 1 (H): 0.0202, atom 2 (O): -0.0031, atom 3 (Cl): 0.4641, atom 4 (Cl): 0.4237